Record 1
The following is a quantum chemistry calculation of C11H30NO10Y2 as an isolated structure, from OMol25.

Properties
Net charge ... +4
LUMO energy (alpha / beta) ... -14.8232 / -15.1118 eV
HOMO-LUMO gap (alpha / beta) ... 3.20 / 2.92 eV
Largest force on an atom ... 0.1234 Eh/bohr
Total energy ... -1319.210113 a.u.
2S+1 ... 2

Atoms and positions in Å:
Y 0.257 2.770 -3.292
Y 4.000 3.238 0.141
O 0.897 -1.738 2.265
O 0.885 -2.594 -2.463
O 2.280 3.458 5.035
O -1.531 3.860 -1.664
O -2.020 1.767 -3.740
O 0.676 2.053 -1.018
O 2.616 0.442 5.235
O -1.961 -2.570 2.200
O 2.143 1.838 0.463
O 0.204 0.781 0.776
N 0.491 0.249 -3.527
C 0.660 -3.888 -1.887
C -3.044 2.410 -3.006
C -2.483 2.770 -1.604
C -0.871 -3.369 1.891
C 0.387 -1.521 -1.670
C 1.295 2.356 4.934
C -0.376 -0.449 -2.615
C 1.039 1.537 0.056
C 0.513 -3.070 2.517
C 1.863 1.107 4.238
C -1.437 -1.143 -3.527
H 1.129 -3.981 -0.908
H 0.435 2.703 4.360
H 1.844 -1.803 2.410
H 3.081 1.063 5.800
H -0.988 -1.605 -4.406
H 0.927 2.286 5.958
H -0.891 -3.404 0.801
H 1.150 -4.662 -2.479
H -2.409 1.346 -4.510
H -1.654 4.458 -0.922
H -1.012 -4.441 2.025
H 0.473 -0.446 -4.260
H 2.268 3.761 4.124
H 0.579 -3.313 3.578
H -1.950 -1.904 -2.940
H -2.004 2.027 -0.967
H -0.311 -1.868 -0.907
H 1.225 -1.090 -1.123
H -3.918 1.761 -2.957
H 2.536 1.436 3.446
H -3.350 3.147 -1.061
H 0.785 0.446 1.463
H 1.244 -3.760 2.095
H -1.550 -1.705 2.269
H 1.103 0.483 3.768
H -0.389 -4.171 -1.972
H -3.269 3.231 -3.687
H -0.684 0.229 -1.819
H -2.217 -0.445 -3.833
H 1.339 -0.074 -3.085

These are the Mulliken partial charges, in e, on atoms 1 to 4:
1 Y 1.8287
2 Y 1.4541
3 O -0.2836
4 O -0.4196



Record 2
The following is a quantum chemistry calculation of an isolated ion of composition C5H9N2O2S and charge +1, from OMol25.

Properties
Net charge ... +1
LUMO energy (alpha / beta) ... -3.5340 / -7.5127 eV
HOMO-LUMO gap (alpha / beta) ... 4.99 / 6.00 eV
Largest force on an atom ... 0.1259 Eh/bohr
Total energy ... -853.562479 a.u.
Relative energy (zero: lowest compared OMol25 entry of this formula, charge and spin) ... 0.772 eV
2S+1 ... 3

Atoms and positions in Å:
S -0.841 0.621 -1.136
O -1.397 -0.785 -0.586
O 2.614 -1.123 0.261
N 0.707 -1.249 -1.038
N 0.110 -0.957 1.251
C -0.260 -1.552 -0.015
C 0.495 0.342 1.255
C 1.892 -0.836 -0.808
C -2.327 1.436 -0.636
C 0.299 1.134 0.252
H -0.525 -2.620 0.043
H 0.640 2.257 0.137
H -2.411 2.276 -1.384
H -3.236 0.796 -0.795
H -2.521 1.840 0.299
H 2.266 -0.198 -1.516
H 3.496 -0.777 0.007
H 0.909 0.798 2.265
H 0.088 -1.405 2.143

These are the Mulliken partial charges, in e, on atoms 1 to 4:
1 S 0.3156
2 O -0.3317
3 O -0.4086
4 N -0.4899



Record 3
The following is a quantum chemistry calculation of a 2-piece molecular cluster, C3H3NO2 overall, from OMol25.

Properties
Net charge ... 0
LUMO energy ... 0.4841 eV
HOMO-LUMO gap ... 8.91 eV
Largest force on an atom ... 0.0723 Eh/bohr
Total energy ... -321.260815 a.u.
Relative energy (zero: lowest compared OMol25 entry of this formula, charge and spin) ... 3.179 eV

Atoms and positions in Å:
O 0.729 -1.177 -2.531
O -0.172 2.088 0.117
N -0.849 -1.358 0.883
C -0.351 -0.232 0.751
C 1.428 -1.081 -1.663
C 0.067 0.972 0.914
H -0.775 -2.142 0.262
H -1.043 1.922 -0.264
H 0.967 1.009 1.531

These are the Mulliken partial charges, in e, on atoms 1 to 4:
1 O -0.1220
2 O -0.4773
3 N -0.4825
4 C 0.3536



Record 4
The following is a quantum chemistry calculation of a 20-piece molecular cluster, C40H80Cl40 overall, from OMol25.

Properties
Net charge ... 0
LUMO energy ... 0.1047 eV
HOMO-LUMO gap ... 10.33 eV
Largest force on an atom ... 0.0597 Eh/bohr
Total energy ... -19979.857598 a.u.
Relative energy (zero: lowest compared OMol25 entry of this formula, charge and spin) ... 0.000 eV

Atoms and positions in Å:
Cl 0.479 1.476 7.606
Cl -0.190 2.107 -6.720
Cl -4.648 1.581 -0.009
Cl -2.317 -2.782 2.034
Cl 6.285 -4.665 2.109
Cl -0.448 -5.960 6.582
Cl -6.222 -4.162 -1.587
Cl -2.421 0.542 3.130
Cl 5.186 1.730 7.361
Cl 1.439 -6.857 0.840
Cl -0.486 3.468 2.853
Cl 5.922 0.627 1.662
Cl 2.759 -0.035 -3.975
Cl 6.755 3.930 -2.006
Cl -3.045 -3.278 -5.136
Cl -0.775 5.755 -5.009
Cl -2.517 2.867 7.859
Cl 3.532 3.283 4.898
Cl -1.637 -0.620 -3.871
Cl 1.630 5.971 3.369
Cl 2.456 -2.246 6.823
Cl -8.313 1.553 -3.664
Cl -0.496 -4.964 3.524
Cl 1.708 0.336 0.257
Cl -1.696 -7.600 0.898
Cl -4.866 6.667 -1.705
Cl 2.973 -4.352 -1.577
Cl 2.153 -3.188 -5.623
Cl 3.997 -2.619 1.190
Cl 2.430 4.484 -4.419
Cl -1.660 6.126 -0.609
Cl -2.998 0.864 -8.278
Cl 8.947 -0.062 1.025
Cl -0.351 -3.325 -1.151
Cl 3.459 2.915 -1.549
Cl 1.113 -0.167 4.297
Cl -6.637 3.883 1.330
Cl -4.473 -1.632 -0.647
Cl -0.713 2.062 -1.209
Cl -5.095 1.630 -5.164
C 8.145 -0.754 2.494
C 6.164 2.595 -0.982
C 4.578 -5.298 1.787
C 4.942 1.957 -1.703
C 0.836 -2.905 -2.463
C -2.351 -1.942 -6.087
C -4.806 4.017 1.117
C 3.369 -1.937 -5.925
C -1.000 -6.543 -0.339
C 2.843 -0.497 -5.661
C 4.278 1.718 4.771
C -2.176 7.558 -1.581
C -3.249 -2.101 3.376
C -1.464 2.989 6.391
C 2.246 -2.762 -1.710
C 0.573 -1.866 4.761
C -4.676 -3.859 -2.374
C -0.096 4.956 -3.593
C -1.906 2.541 -6.509
C -5.583 1.020 -3.512
C 1.396 5.077 1.821
C 6.629 -0.913 2.262
C -0.009 0.238 0.750
C -1.155 -6.939 5.315
C -6.767 1.769 -2.841
C 0.440 -6.962 -0.681
C -1.744 -6.055 4.235
C -3.710 -3.057 -1.463
C 4.202 0.902 6.093
C -1.119 -1.375 -5.383
C -0.957 0.492 -0.481
C 3.681 -4.097 2.182
C -2.652 2.535 -7.824
C -3.661 7.928 -1.281
C 0.881 3.833 -3.868
C -0.020 3.043 6.808
C -4.320 3.291 -0.136
C 0.712 -2.062 6.299
C -3.752 -0.681 3.061
C 1.118 3.644 2.168
H -4.725 -3.221 -3.256
H -0.141 1.004 1.515
H 3.660 -2.007 -6.974
H 0.549 2.996 -4.482
H -4.888 3.712 -0.966
H 6.028 -1.285 3.092
H -3.073 -1.148 -6.280
H 2.347 5.126 1.290
H -6.902 1.449 -1.808
H -4.336 3.571 1.993
H 4.267 -2.153 -5.347
H -2.061 -6.719 3.431
H 3.508 0.224 -6.137
H 1.850 3.253 2.875
H -0.400 -1.999 4.288
H 1.212 3.064 1.249
H 0.180 -2.968 6.588
H -0.584 -0.686 -6.036
H -1.666 -6.699 -1.187
H 0.377 5.762 -3.033
H -0.183 -0.760 1.153
H -3.311 -3.746 -0.719
H 4.750 -0.012 5.864
H 0.646 3.298 5.984
H 6.406 -1.726 1.572
H -0.937 4.571 -3.016
H -3.914 8.796 -1.889
H -4.461 -0.457 3.857
H -4.674 1.150 -2.924
H 5.148 1.732 -2.750
H -1.981 0.338 -0.138
H 2.043 -2.293 -0.747
H 8.533 -1.757 2.673
H -4.618 5.090 1.160
H -0.441 -7.628 4.863
H 4.606 1.069 -1.167
H -2.147 7.348 -2.651
H 0.384 -7.977 -1.075
H 0.896 -3.690 -3.216
H 0.622 5.581 1.242
H 8.412 -0.060 3.291
H -0.405 -2.133 -5.062
H 3.645 1.176 4.069
H -1.731 3.857 5.787
H -3.604 3.063 -7.779
H 5.944 3.000 0.005
H -2.668 -5.553 4.525
H 1.241 -2.613 4.334
H 2.660 -4.437 2.009
H -4.077 -2.786 3.559
H -5.860 -0.034 -3.547
H -2.104 3.006 -8.640
H -1.910 3.548 -6.092
H 1.843 -0.422 -6.087
H -1.999 -2.318 -7.047
H -2.368 1.805 -5.852
H 3.849 -3.812 3.221
H 4.378 -5.551 0.745
H 0.507 -1.957 -2.890
H -1.659 2.105 5.784
H 5.258 1.872 4.320
H 4.465 -6.173 2.428
H 3.236 0.698 6.555
H -6.574 2.829 -2.677
H 0.844 -6.324 -1.466
H -4.277 -4.848 -2.599
H -0.687 -0.222 -1.259
H 0.330 -1.220 6.876
H 0.022 3.756 7.631
H -2.821 -2.670 -1.960
H 2.806 -2.096 -2.366
H -4.245 -0.681 2.089
H 1.169 3.399 -2.911
H -1.928 -7.575 5.746
H -1.104 -5.547 0.090
H -3.801 8.290 -0.262
H 6.981 1.887 -0.842
H -1.463 8.383 -1.550
H -2.668 -2.184 4.295
H -3.283 3.502 -0.397

These are the Mulliken partial charges, in e, on atoms 1 to 4:
1 Cl -0.1926
2 Cl -0.2013
3 Cl -0.0328
4 Cl 0.1017



Record 5
The following is a quantum chemistry calculation of a 14-piece molecular cluster, C27H78F3N16O15 overall, from OMol25.

Properties
Net charge ... -1
LUMO energy ... 1.4774 eV
HOMO-LUMO gap ... 6.70 eV
Largest force on an atom ... 0.1005 Eh/bohr
Total energy ... -3380.132293 a.u.

Atoms and positions in Å:
F -0.483 -1.587 -2.826
F 0.360 0.061 -1.866
F -1.729 -0.178 -1.660
O -3.901 -3.088 3.862
O 5.142 2.235 -3.642
O 0.531 5.033 1.279
O -4.152 1.180 1.754
O 0.055 5.388 -1.631
O -2.991 3.653 4.449
O -0.203 0.083 -7.760
O -1.101 -2.931 -0.027
O -4.236 -0.860 5.491
O -3.806 -5.647 -2.797
O -0.258 -0.963 0.714
O 2.448 -6.617 0.061
O -0.712 -2.140 5.448
O -4.744 -1.175 -2.384
O 4.489 -3.792 2.288
N -1.186 4.700 3.537
N -2.319 0.363 5.305
N -3.455 -0.195 0.120
N -5.028 1.211 -0.332
N -3.617 -3.318 1.659
N 1.776 -4.539 0.628
N -3.188 -3.699 -1.954
N -4.273 1.341 5.432
N -3.416 -0.414 -4.008
N 0.556 -5.775 -0.740
N -2.405 -5.605 -1.144
N 0.604 -3.733 4.562
N 1.476 -2.147 5.865
N -5.551 -0.102 -4.228
N -2.019 -2.386 2.857
N -2.090 3.033 2.489
C -1.395 3.647 -0.741
C -4.206 0.748 0.604
C 0.912 0.507 -6.957
C 3.564 1.873 -1.955
C 0.984 -0.639 -5.874
C 4.471 -2.060 0.677
C 0.444 1.841 -6.269
C -3.626 0.206 5.454
C 4.780 -2.416 2.144
C -4.611 -0.560 -3.447
C -0.343 -1.790 -0.435
C -0.657 3.646 -3.190
C 1.635 -5.707 0.040
C 2.381 3.812 0.675
C 6.178 -2.120 2.572
C -3.215 -5.046 -1.955
C 4.467 1.190 -2.966
C 2.482 5.381 2.722
C -1.044 4.501 -1.953
C -3.264 -2.926 2.840
C -0.580 -0.862 -1.713
C 0.982 -0.690 1.396
C 0.408 -2.668 5.360
C 1.989 5.123 1.320
C 0.560 0.131 2.521
C 5.574 0.334 -2.367
C -2.157 3.767 3.553
H 0.450 -6.490 -1.443
H -1.407 2.895 -3.434
H -1.196 5.405 4.259
H 1.552 -4.031 4.386
H 1.435 0.412 3.110
H 4.117 -1.853 2.802
H -0.181 -4.182 4.114
H 4.460 -0.969 0.682
H 6.364 -1.048 2.495
H -1.736 -0.463 5.325
H -2.872 -3.277 0.977
H 5.133 -4.202 1.704
H -5.001 0.779 -1.243
H 6.096 -0.172 -3.179
H -1.196 2.798 2.085
H 6.279 -2.335 3.636
H -3.920 -0.770 -0.568
H -6.495 -0.187 -3.884
H 2.275 5.952 0.672
H 0.324 3.182 -3.081
H -2.884 2.409 2.440
H 3.469 3.744 0.718
H -0.380 4.695 2.928
H 2.946 1.169 -1.397
H -1.626 -2.004 2.009
H 1.182 2.270 -5.589
H -3.217 0.189 -4.791
H 2.841 2.561 -2.396
H -0.335 1.564 -5.559
H -5.659 1.959 -0.089
H -0.397 0.666 -8.497
H 1.495 -1.547 1.833
H 1.760 0.647 -7.627
H -0.409 4.355 -3.982
H -0.046 5.990 -2.373
H -2.626 -0.708 -3.452
H -0.519 3.061 -0.460
H 1.214 -1.524 -6.469
H 2.423 -4.327 1.373
H 5.182 -2.523 -0.007
H 2.354 4.472 3.311
H 0.025 -0.799 -5.384
H 3.835 0.592 -3.624
H 3.539 5.637 2.661
H 4.137 2.526 -1.297
H 4.633 2.959 -4.012
H 3.440 -2.174 0.341
H -5.258 1.344 5.215
H 1.831 6.145 3.147
H 0.003 1.020 2.227
H 2.009 2.941 1.216
H 6.985 -2.573 1.996
H 1.625 -0.131 0.714
H -5.171 0.452 -4.980
H -2.581 -3.263 -1.274
H -1.554 4.205 0.182
H 0.086 2.610 -6.954
H -4.527 -3.724 1.508
H 1.024 -3.870 0.547
H 2.101 3.802 -0.378
H -0.068 -4.986 -0.648
H 0.024 -0.422 3.294
H 0.325 4.690 0.405
H -3.866 2.262 5.328
H 2.337 -2.667 5.939
H -1.952 -5.090 -0.404
H 0.651 -2.217 -0.587
H 5.218 -0.464 -1.715
H 6.296 0.900 -1.779
H -2.200 2.944 -0.957
H -2.025 1.315 5.147
H -1.547 -2.139 3.718
H 1.747 -0.456 -5.118
H -2.438 -6.613 -1.188
H -1.933 5.089 -2.185
H -3.865 -3.133 -2.444
H 1.328 -1.314 6.416
H -2.750 -0.574 0.735

These are the Mulliken partial charges, in e, on atoms 1 to 4:
1 F -0.3587
2 F -0.2383
3 F 0.3130
4 O -0.7183



Record 6
The following is a quantum chemistry calculation of a 2-piece molecular cluster, C3H12NS overall, from OMol25.

Properties
Net charge ... +1
LUMO energy ... -4.0809 eV
HOMO-LUMO gap ... 7.62 eV
Largest force on an atom ... 0.1093 Eh/bohr
Total energy ... -574.114515 a.u.
Relative energy (zero: lowest compared OMol25 entry of this formula, charge and spin) ... 2.134 eV

Atoms and positions in Å:
S 0.307 -0.250 1.915
N -0.032 0.620 -2.395
C 0.712 1.857 -2.728
C -0.881 -0.311 3.288
C 0.291 -1.950 1.128
H -0.817 0.997 -1.742
H 1.017 2.409 -1.717
H 0.550 -0.022 -1.873
H -2.013 -0.196 3.138
H -0.453 0.321 -3.335
H -0.882 -1.232 3.976
H 0.609 -2.843 1.593
H 0.341 2.505 -3.539
H 0.792 -1.815 0.229
H -0.588 0.398 4.108
H -0.763 -2.181 0.965
H 1.811 1.693 -3.011

These are the Mulliken partial charges, in e, on atoms 1 to 4:
1 S -0.0838
2 N -0.2965
3 C -0.8189
4 C -0.8528



Record 7
The following is a quantum chemistry calculation of a 2-piece molecular cluster, C8H10N2S overall, from OMol25.

Properties
Net charge ... 0
LUMO energy ... 0.0650 eV
HOMO-LUMO gap ... 7.60 eV
Largest force on an atom ... 0.0932 Eh/bohr
Total energy ... -818.444223 a.u.
Relative energy (zero: lowest compared OMol25 entry of this formula, charge and spin) ... 1.917 eV
SMILES ... C[NH2+][S-].N#Cc1ccccc1

Atoms and positions in Å:
S 1.581 1.251 -0.804
N 2.622 0.709 0.531
N 0.837 -1.111 1.038
C -3.756 -0.694 -0.325
C -1.788 1.124 0.494
C -2.988 1.576 0.038
C -1.477 -0.235 0.508
C 3.733 -0.103 -0.010
C -3.984 0.683 -0.358
C -0.191 -0.701 0.723
C -2.542 -1.223 0.266
H 2.010 0.003 1.011
H 3.389 -1.171 -0.059
H 4.700 0.201 0.499
H -3.110 2.676 -0.165
H -4.945 0.947 -0.688
H -4.583 -1.406 -0.469
H 2.764 1.474 1.120
H -0.911 1.681 0.759
H 3.771 0.364 -0.937
H -2.323 -2.268 0.428

These are the Mulliken partial charges, in e, on atoms 1 to 4:
1 S -0.4402
2 N -0.3068
3 N -0.6562
4 C -0.5395